Record 1
3 unconnected molecules or ions with the total composition C10H26N2O5S2 at a distorted geometry, computed with the ωB97M-V functional and the def2-TZVPD basis.

```
45
Properties=species:S:1:pos:R:3:nbo_charge:R:1
N 0.2463 -2.6356 -0.8321 -0.850
C 0.6415 -1.8869 -2.0993 -0.225
C 0.6877 -0.2559 -1.9400 -0.450
C -0.2228 0.3532 -0.7215 -0.442
C -1.7876 0.7211 -1.1775 -0.090
O -2.7456 -0.2687 -0.6647 -0.524
C -3.0390 -1.3323 -1.6337 0.993
O -2.4715 -1.5160 -2.8270 -0.607
O -4.0458 -2.3537 -1.2082 -0.531
C -5.3021 -1.7138 -0.7878 0.082
N -5.8961 -0.9686 -1.9660 -0.868
H 0.8461 -2.2083 -0.0635 0.342
H 0.6011 -3.6257 -0.9383 0.355
H 0.0209 -2.2558 -3.0502 0.210
H 1.7621 -2.2274 -2.3303 0.150
H 0.4910 0.2852 -2.9858 0.216
H 1.8195 0.0178 -1.6761 0.251
H -0.2349 -0.2817 0.2612 0.236
H 0.2752 1.3970 -0.4259 0.234
H -2.0273 1.7386 -0.6006 0.199
H -1.8878 0.9731 -2.3156 0.213
H -5.1872 -1.0049 0.1604 0.183
H -6.0148 -2.5971 -0.4179 0.164
H -6.9466 -0.9450 -1.8298 0.366
H -5.6499 -1.5713 -2.8068 0.377
C 5.4959 1.2581 -0.4466 -0.829
S 3.9674 2.1897 -0.1829 1.245
O 2.9498 1.6708 -1.1549 -0.981
C 4.5927 3.7570 -0.8347 -0.828
H 5.3288 0.2226 -0.1407 0.241
H 5.7712 1.2836 -1.5036 0.232
H 6.2954 1.6893 0.1603 0.227
H 4.9245 3.6265 -1.8677 0.231
H 5.4224 4.1050 -0.2152 0.227
H 3.7856 4.4929 -0.8041 0.243
C 0.4891 0.8892 4.8889 -0.828
S 0.3402 0.0132 3.3128 1.235
O -0.2768 0.9605 2.3271 -0.973
C -0.9554 -1.1258 3.8572 -0.830
H 1.2285 1.6855 4.7753 0.240
H -0.4734 1.3254 5.1662 0.231
H 0.8232 0.1939 5.6626 0.226
H -1.8279 -0.5635 4.1989 0.231
H -0.5735 -1.7537 4.6654 0.225
H -1.2402 -1.7576 3.0125 0.249
```

Output
Frontier orbital gap, eV: 9.03
E_LUMO, eV: 0.48



Record 2
C10H26O2Si2 in the gas phase at a distorted geometry, computed with the ωB97M-V functional and the def2-TZVPD basis.

```
40
Properties=species:S:1:pos:R:3:nbo_charge:R:1
C -3.0473 -0.5483 -3.6593 -1.119
Si -2.8085 -0.0472 -1.8581 1.899
C -4.5425 -0.1202 -1.0872 -1.153
C -2.3093 1.6893 -1.7336 -1.183
O -1.6700 -0.9560 -0.9241 -0.905
C -1.2602 -0.7224 0.4295 -0.050
C -0.6284 -1.9981 1.0428 -0.415
C 0.7578 -2.4391 0.4902 -0.424
C 1.7037 -1.2596 0.3405 -0.058
O 1.6081 -0.4136 1.4496 -0.901
Si 2.7482 0.8287 1.5316 1.867
C 3.1967 1.1911 -0.2479 -1.165
C 4.1906 0.0439 2.5362 -1.094
C 2.0253 2.3838 2.3571 -1.118
H -4.0798 -0.0926 -3.5508 0.238
H -2.3316 0.0185 -4.2164 0.232
H -2.8973 -1.6172 -3.9349 0.257
H -5.2653 -0.9417 -1.1908 0.244
H -5.0118 0.8206 -1.4453 0.229
H -4.3187 -0.0738 0.0142 0.232
H -2.2947 2.2175 -2.6962 0.248
H -1.3139 1.6180 -1.3301 0.245
H -2.9402 2.1733 -0.9755 0.245
H -2.2415 -0.5728 0.9945 0.159
H -0.6167 0.1122 0.5570 0.179
H -0.5458 -1.8686 2.1639 0.218
H -1.3624 -2.8128 0.8755 0.213
H 1.2303 -3.2163 1.1478 0.205
H 0.7330 -3.0156 -0.4666 0.214
H 2.7639 -1.5737 0.2759 0.160
H 1.4807 -0.6849 -0.5699 0.167
H 3.5846 0.2696 -0.7026 0.240
H 4.0363 1.8852 -0.3849 0.244
H 2.3153 1.6398 -0.7917 0.245
H 4.9727 0.8212 2.6362 0.227
H 4.5422 -0.7453 2.0012 0.224
H 3.7767 -0.2524 3.4942 0.239
H 1.7867 3.1884 1.5891 0.238
H 1.1806 2.2166 2.9119 0.239
H 2.8528 2.8545 2.9272 0.238
```

Output
Frontier orbital gap, eV: 10.26
SMILES: C[Si](C)(C)OCCCCO[Si](C)(C)C
ΔE to the lowest compared entry with this formula, charge and spin, eV: 1.238
E_LUMO, eV: 0.75